# 1
Below is a 9-piece molecular cluster, C31H64O23S5 overall at a distorted geometry, with properties calculated with ωB97M-V with the def2-TZVPD basis set.

XYZ file:
```
123
Properties=species:S:1:pos:R:3:forces:R:3:lowdin_charge:R:1
C 20.692899 -13.859071 -10.217691 0.0 -0.1 1.0 -0.05
C 20.754430 -12.337678 -10.234018 0.8 -1.3 -0.4 -0.28
O 19.489384 -11.840798 -9.778990 -0.8 0.7 -0.4 -0.26
S 18.973150 -10.481853 -10.482773 2.1 1.1 0.8 0.61
C 20.167733 -9.288942 -9.836346 -0.2 -0.8 -0.1 -0.09
O 19.222995 -10.573020 -11.892326 -0.7 -0.3 0.1 -0.28
O 17.709725 -10.131640 -9.912186 -0.1 -0.8 -0.4 -0.28
H 21.702648 -14.272212 -10.280843 -0.1 0.0 -0.6 0.09
H 19.998968 -14.218500 -10.973665 0.3 -0.2 -0.2 0.08
H 20.355445 -14.258974 -9.254462 -0.2 0.3 0.0 0.06
H 21.584410 -11.968508 -9.627714 -0.4 0.1 0.2 0.09
H 20.978580 -12.095080 -11.275164 -0.4 0.6 0.1 0.11
H 19.809378 -8.962544 -8.864493 0.0 0.3 -0.1 0.06
H 20.274228 -8.526756 -10.602631 -0.3 0.3 0.2 0.06
H 21.142538 -9.757927 -9.698228 -0.1 -0.1 -0.2 0.04
C 23.617263 -10.828213 -12.704023 -0.3 -0.3 0.2 -0.08
C 24.251969 -10.490102 -14.039867 -0.7 0.0 0.7 -0.25
O 23.195232 -10.415541 -15.025481 -0.3 -0.4 -1.1 -0.27
S 23.508636 -10.942694 -16.520926 0.7 -0.1 0.9 0.60
C 23.427287 -12.720410 -16.240050 -0.1 0.2 0.0 -0.11
O 22.436158 -10.575955 -17.387694 0.0 0.0 0.6 -0.26
O 24.854853 -10.540373 -16.826236 -0.4 -0.4 -0.1 -0.29
H 23.436281 -11.904107 -12.609352 0.3 0.0 0.0 0.08
H 22.629381 -10.409853 -12.510206 0.1 0.5 -0.3 0.08
H 24.279247 -10.502661 -11.903577 -0.1 -0.2 0.0 0.04
H 24.714569 -9.502712 -14.015040 0.3 -0.3 -0.1 0.13
H 24.944094 -11.318279 -14.212625 0.2 0.5 -0.6 0.11
H 22.741123 -12.935128 -15.423455 -0.1 0.2 -0.1 0.07
H 24.400038 -13.125756 -15.977278 0.1 0.1 -0.2 0.06
H 23.029935 -13.159798 -17.150899 0.2 -0.1 -0.1 0.07
C 25.119080 -11.243468 -1.400939 -0.1 -0.1 0.9 -0.07
C 25.307509 -12.739528 -1.340183 0.4 -0.3 0.3 -0.27
O 24.071227 -13.486115 -1.427575 -0.7 0.3 -1.3 -0.26
S 23.533981 -13.800435 -2.922106 -0.4 -1.4 0.2 0.60
C 24.103603 -15.505985 -3.012502 0.5 0.5 0.0 -0.11
O 22.099513 -13.838490 -2.962427 0.8 0.3 0.6 -0.26
O 24.230310 -12.983949 -3.867665 0.3 0.1 0.1 -0.29
H 26.076467 -10.798693 -1.119488 0.0 0.2 -0.2 0.08
H 24.419545 -10.980473 -0.603127 0.0 0.1 -0.1 0.09
H 24.748025 -10.829078 -2.332282 0.1 -0.3 -0.2 0.07
H 26.051618 -13.115059 -2.047463 -0.3 0.1 -0.2 0.12
H 25.668341 -13.048107 -0.357860 0.0 0.3 0.1 0.12
H 23.665602 -16.003559 -3.872106 -0.2 0.1 0.1 0.07
H 23.865973 -15.980582 -2.065801 -0.3 -0.1 -0.1 0.07
H 25.188617 -15.521273 -3.121687 0.0 0.2 0.0 0.07
C 20.512678 -14.766736 -6.156765 -0.3 -0.2 -1.1 -0.06
C 20.619072 -13.276604 -6.432787 1.1 -0.5 0.6 -0.26
O 19.688533 -12.710516 -5.496489 -0.8 1.3 0.1 -0.26
S 19.132836 -11.217511 -5.777423 -0.2 -1.2 -1.0 0.61
C 17.666029 -11.565315 -6.781379 0.9 0.3 0.7 -0.09
O 18.677630 -10.683177 -4.532245 0.4 -0.1 -0.2 -0.27
O 20.110469 -10.556313 -6.598479 -0.2 0.1 0.3 -0.29
H 20.749509 -15.005201 -5.125579 -0.1 0.0 0.1 0.07
H 21.109466 -15.384899 -6.835346 0.4 0.3 0.1 0.08
H 19.496228 -15.072136 -6.423114 -0.1 0.0 0.5 0.08
H 21.604021 -12.878819 -6.174546 0.0 -0.2 0.0 0.10
H 20.469967 -13.012168 -7.480824 -0.6 0.1 0.2 0.09
H 16.903146 -11.683978 -6.018562 -0.4 0.1 -0.3 0.06
H 17.784608 -12.462896 -7.379880 0.2 0.0 0.0 0.07
H 17.569088 -10.700838 -7.431569 -0.4 0.0 0.0 0.05
C 23.975585 -4.231542 -8.213670 0.2 0.1 -1.0 -0.05
C 23.467848 -4.981224 -9.464871 -0.4 1.1 1.8 -0.28
O 24.501233 -5.875882 -9.864196 0.2 -0.5 -0.9 -0.25
S 24.534116 -6.290048 -11.421889 -0.6 -0.1 0.6 0.60
C 23.074503 -7.311588 -11.562263 -0.6 0.5 -0.8 -0.10
O 24.320037 -5.102803 -12.197715 0.2 -0.3 0.1 -0.28
O 25.705432 -7.093284 -11.600812 -0.3 0.2 0.2 -0.28
H 24.570766 -4.885989 -7.584521 0.0 0.0 0.1 0.05
H 23.171554 -3.793053 -7.622904 -0.2 -0.2 -0.1 0.07
H 24.568352 -3.399594 -8.599929 0.3 -0.1 0.4 0.08
H 22.551329 -5.499008 -9.161202 0.1 -0.4 -0.5 0.10
H 23.249490 -4.224851 -10.215636 0.0 -0.4 -0.4 0.11
H 22.644961 -7.038762 -12.530281 0.2 -0.2 -0.1 0.08
H 22.286100 -7.033667 -10.863150 0.4 0.1 0.4 0.06
H 23.266102 -8.375455 -11.516866 0.3 0.0 0.2 0.03
O 21.032862 -7.798129 -6.625964 0.0 -0.7 -0.9 0.12
C 20.861522 -6.798195 -6.010040 0.2 0.6 0.5 -0.49
C 20.266055 -5.476759 -6.444958 -0.1 -0.4 0.3 -0.07
C 20.101108 -4.703129 -5.129813 0.3 0.3 -0.8 -0.13
C 21.093981 -5.397551 -4.184265 -0.6 0.2 -0.3 -0.14
O 21.277310 -6.705333 -4.738612 0.4 0.0 0.6 0.03
H 20.984879 -5.032080 -7.130186 0.0 0.2 0.0 0.11
H 19.335776 -5.638573 -6.982778 0.0 0.0 -0.1 0.13
H 20.407609 -3.675989 -5.329570 -0.3 0.1 0.4 0.11
H 19.059116 -4.743799 -4.823380 0.1 0.0 0.3 0.11
H 22.029106 -4.836595 -4.170888 0.2 -0.3 0.0 0.12
H 20.731084 -5.536969 -3.169264 0.0 0.1 0.0 0.12
O 24.834016 -5.394584 -5.131803 0.0 0.0 0.3 0.10
C 25.807144 -6.099871 -5.129325 -0.4 0.7 -0.1 -0.49
C 26.699268 -6.456829 -3.953029 0.2 -0.8 -1.2 -0.05
C 27.856307 -7.223417 -4.642001 0.5 0.5 1.0 -0.14
C 27.366275 -7.531968 -6.045716 -0.3 0.3 0.0 -0.13
O 26.242792 -6.643684 -6.274980 0.2 -0.6 0.2 0.02
H 27.003979 -5.562384 -3.424972 -0.1 0.0 0.2 0.12
H 26.118931 -7.123988 -3.317236 0.0 0.2 0.2 0.12
H 28.764694 -6.619543 -4.683604 -0.1 0.2 0.0 0.11
H 28.132619 -8.095602 -4.050554 -0.1 -0.2 -0.3 0.11
H 28.077179 -7.256282 -6.819743 0.1 -0.4 0.0 0.13
H 27.043661 -8.567806 -6.129873 0.0 0.1 -0.4 0.09
O 23.363546 -10.308497 -9.746581 0.2 0.1 0.0 0.06
C 23.534696 -10.213813 -8.553241 -0.3 0.5 0.2 -0.46
C 24.070207 -9.019290 -7.773019 0.6 -0.8 0.7 -0.04
C 24.360130 -9.656541 -6.418174 0.0 0.1 1.5 -0.14
C 23.458477 -10.898575 -6.339887 0.5 1.2 -0.9 -0.11
O 23.196017 -11.208419 -7.732186 0.2 -0.5 -0.2 0.03
H 25.004908 -8.664524 -8.201087 -0.2 0.2 -0.3 0.11
H 23.338143 -8.220915 -7.672712 -0.2 0.0 -0.3 0.12
H 25.408371 -9.913677 -6.251556 0.0 -0.3 -0.7 0.09
H 24.150902 -9.056033 -5.525554 -0.3 0.4 -0.4 0.12
H 24.017198 -11.709195 -5.892270 -0.6 -0.4 0.2 0.10
H 22.486456 -10.632785 -5.929090 0.1 -0.4 0.4 0.11
O 27.368103 -10.337230 -8.146030 -0.1 0.3 1.4 0.12
C 27.602508 -10.616508 -9.274408 -0.4 0.2 -1.3 -0.50
C 26.977722 -9.995013 -10.514749 0.5 -0.6 0.4 -0.06
C 27.303530 -11.046633 -11.581781 -0.4 0.3 -0.3 -0.14
C 28.548393 -11.739141 -11.047092 0.0 -0.2 0.2 -0.14
O 28.487361 -11.553723 -9.623664 0.6 -0.4 0.2 0.04
H 25.911924 -9.884833 -10.338583 0.0 0.3 -0.1 0.09
H 27.462515 -9.022554 -10.605275 -0.2 0.1 -0.4 0.13
H 26.446843 -11.721454 -11.612432 0.1 -0.2 0.0 0.11
H 27.444556 -10.668823 -12.592724 0.0 0.2 0.0 0.12
H 28.596230 -12.817172 -11.201767 -0.2 0.1 -0.2 0.12
H 29.481845 -11.321367 -11.433253 -0.1 0.2 0.1 0.13
```
Forces are in eV/Å.

Values from the calculation:
SMILES: CCOS(C)(=O)=O.CCOS(C)(=O)=O.CCOS(C)(=O)=O.CCOS(C)(=O)=O.CCOS(C)(=O)=O.O=C1CCCO1.O=C1CCCO1.O=C1CCCO1.O=C1CCCO1
energy relative to the best compared isomer or geometry (same formula, charge and spin): 0.0 kcal/mol
molar mass: 965.16 g/mol
net charge: 0

***

# 2
Below is C18H26F3N5O2 in the gas phase, with properties calculated with ωB97M-V with the def2-TZVPD basis set.

XYZ file:
```
54
Properties=species:S:1:pos:R:3:forces:R:3:lowdin_charge:R:1
C 3.141988 -4.074871 -0.510555 -0.1 -0.2 -0.1 -0.08
N 3.864063 -2.971710 0.062343 0.3 -0.2 0.1 0.01
C 3.567634 -1.686280 -0.163743 -0.2 0.6 0.0 -0.40
N 2.489135 -1.379201 -0.874573 -0.2 -0.4 -0.1 0.18
C 2.267858 -0.072722 -1.037424 0.6 0.0 0.2 -0.39
N 1.227185 0.277171 -1.802492 -0.3 -0.1 -0.1 0.07
C 0.736189 1.626205 -1.902651 -0.4 0.2 0.3 -0.15
C -0.464031 1.839837 -0.974669 0.3 0.2 -0.1 -0.19
O -1.483192 0.963142 -1.403832 0.0 -0.1 -0.1 -0.10
C -2.531071 0.644985 -0.487037 -0.1 -0.1 0.0 -0.46
C -3.556327 -0.125063 -1.326463 0.1 0.1 0.2 -0.07
C -4.739400 -0.542924 -0.457744 -0.2 -0.1 -0.1 -0.29
C -4.245993 -1.441662 0.674836 0.0 0.0 0.0 -0.12
C -3.230073 -0.675370 1.520273 0.1 -0.2 0.2 -0.29
C -3.892705 0.569666 2.108973 0.0 0.0 0.0 -0.12
C -4.386674 1.465469 0.973625 -0.1 0.2 0.1 -0.29
C -5.403885 0.702139 0.127236 0.1 0.0 0.0 -0.12
C -3.201411 1.888967 0.105544 0.1 -0.1 -0.1 -0.07
C -2.042103 -0.259294 0.652915 0.0 0.1 -0.1 -0.07
N 3.038733 0.901079 -0.529225 -0.1 0.4 0.0 0.21
C 4.077942 0.470047 0.152746 -0.3 -0.5 0.0 -0.41
O 4.850737 1.450180 0.669899 -0.2 0.0 -0.3 0.03
C 6.019565 1.044410 1.327391 0.6 -0.3 0.2 -0.08
C 7.200035 0.950827 0.356530 0.1 0.0 0.1 -0.61
F 6.973413 0.140960 -0.678685 -0.2 -0.1 -0.2 0.15
F 7.544343 2.140749 -0.147801 -0.1 0.3 0.0 0.15
F 8.289190 0.475578 0.988595 0.0 -0.1 0.3 0.13
N 4.404492 -0.785828 0.385822 0.2 0.1 0.1 0.18
H 2.834665 -4.772493 0.270905 0.0 0.0 -0.1 0.08
H 2.263530 -3.668853 -1.005713 0.0 -0.2 0.0 0.07
H 3.755134 -4.608097 -1.241152 -0.1 0.0 0.0 0.08
H 4.727027 -3.148372 0.551139 -0.1 0.1 0.0 0.14
H 0.586205 -0.459735 -2.054622 0.1 0.0 0.1 0.14
H 0.425582 1.808704 -2.934189 0.1 0.1 0.1 0.12
H 1.549193 2.296473 -1.624505 -0.1 0.0 -0.1 0.11
H -0.157994 1.628012 0.056302 0.0 0.0 0.0 0.12
H -0.795190 2.886087 -1.038248 0.0 -0.1 0.1 0.13
H -3.887366 0.512446 -2.147669 0.0 0.1 -0.1 0.13
H -3.069228 -0.999519 -1.760580 0.1 -0.1 0.0 0.13
H -5.462613 -1.090321 -1.072101 0.0 0.0 0.0 0.14
H -3.784148 -2.340995 0.261871 0.0 -0.1 0.0 0.12
H -5.087578 -1.752286 1.297867 0.0 -0.1 0.0 0.12
H -2.872442 -1.317823 2.333051 0.0 0.0 -0.1 0.14
H -3.177963 1.114740 2.729913 0.0 0.0 0.1 0.12
H -4.732489 0.278052 2.743466 0.0 0.0 0.1 0.12
H -4.859283 2.360507 1.393839 0.0 -0.1 0.0 0.14
H -5.771868 1.340760 -0.678576 -0.1 0.0 0.0 0.12
H -6.258005 0.414362 0.744092 -0.1 0.0 0.0 0.12
H -3.537989 2.537745 -0.706301 0.0 0.1 -0.1 0.13
H -2.485377 2.447608 0.712318 0.0 0.1 0.0 0.12
H -1.551933 -1.138108 0.227908 0.0 0.0 0.0 0.13
H -1.309800 0.267634 1.268681 0.1 0.0 0.0 0.12
H 6.258371 1.807602 2.072889 0.0 -0.1 -0.1 0.15
H 5.885946 0.059379 1.789600 0.2 0.3 0.0 0.13
```
Forces are in eV/Å.

Values from the calculation:
SMILES: CNc1nc(NCCO[C@]23C[C@H]4C[C@H](C[C@H](C4)C2)C3)nc(OCC(F)(F)F)n1
energy relative to the best compared isomer or geometry (same formula, charge and spin): 0.5 kcal/mol
molar mass: 401.43 g/mol
net charge: 0

***

Q: Which gap between HOMO and LUMO values were calculated for the entries above? A: 0.38664 0.35435, in Eh.
Q: Which E values were calculated for the entries above? A: -4941.02641 -1425.46896, in Ha.
Q: Which lowest unoccupied orbital energy values were calculated for the entries above? A: 0.2400 0.6577, in eV.